[1]
Computed, not measured: an isolated ion of composition C5H8N and charge +1, with ωB97M-V with the def2-TZVPD basis set.

XYZ file:
```
14
Properties=species:S:1:pos:R:3
C -1.986 -0.503 -0.014
C -2.523 0.767 0.089
C -0.620 -0.811 -0.211
C 0.449 0.040 -0.111
C 1.714 -0.336 0.161
N 2.775 0.346 -0.059
H -2.421 -1.432 0.220
H -3.542 1.071 0.240
H -0.231 -1.812 -0.249
H 0.300 1.133 -0.305
H 1.905 -1.392 0.509
H 3.541 -0.118 0.338
H 2.660 1.332 -0.185
H -2.023 1.715 -0.422
```

The charge is +1. The value obtained for the energy above the lowest of the compared OMol25 structures with the same formula, charge and spin is 2.4641 eV. The SMILES is C=C/C=C/C=[NH2+]. The value obtained for the HOMO energy (alpha / beta) is -13.72 / -13.73 eV. The orbital gap (alpha / beta) is 7.9274 / 7.9279 eV.

These are the natural (NBO) partial charges, in e, on atoms 1 to 5: C -0.304; C -0.185; C 0.051; C -0.365; C 0.228

[2]
Computed, not measured: an isolated ion of composition C5H8N and charge +1, with ωB97M-V with the def2-TZVPD basis set.

XYZ file:
```
14
Properties=species:S:1:pos:R:3
C -2.312 0.208 -0.208
C -0.967 -0.381 -0.128
C -1.343 0.494 0.881
C -0.030 -1.498 0.019
C 1.324 0.821 -0.420
N 0.334 -0.262 -0.768
H -0.782 1.504 0.941
H -1.702 0.307 1.935
H 0.522 -1.590 0.971
H -0.153 -2.360 -0.567
H 2.097 0.905 -1.157
H 0.815 1.833 -0.330
H 1.702 0.517 0.644
H 0.494 -0.498 -1.813
```

The charge is +1. The value obtained for the energy above the lowest of the compared OMol25 structures with the same formula, charge and spin is 7.2838 eV. The value obtained for the HOMO energy is -14.25 eV. The orbital gap is 8.3500 eV.

These are the natural (NBO) partial charges, in e, on atoms 1 to 5: C 0.360; C -0.146; C -0.649; C -0.138; C -0.424

[3]
Computed, not measured: an isolated ion of composition C5H8N and charge +1, with ωB97M-V with the def2-TZVPD basis set.

XYZ file:
```
14
Properties=species:S:1:pos:R:3
C 0.075 -1.339 -0.236
C -1.327 0.708 -0.156
C 1.189 0.871 -0.318
C -0.821 -0.452 0.498
C 0.998 -0.391 0.384
N 0.139 0.951 0.578
H 0.106 -2.299 0.025
H -0.088 -1.259 -1.369
H -1.216 0.820 -1.183
H -2.177 0.985 0.274
H 1.986 1.551 0.143
H 0.961 0.855 -1.419
H -1.231 -0.533 1.432
H 1.408 -0.468 1.347
```

The charge is +1. The value obtained for the energy above the lowest of the compared OMol25 structures with the same formula, charge and spin is 5.2888 eV. The value obtained for the HOMO energy is -15.75 eV. The orbital gap is 12.5385 eV.

These are the natural (NBO) partial charges, in e, on atoms 1 to 5: C -0.434; C -0.180; C -0.259; C 0.040; C 0.010

[4]
Computed, not measured: an isolated ion of composition C5H8N and charge +1, with ωB97M-V with the def2-TZVPD basis set.

XYZ file:
```
14
Properties=species:S:1:pos:R:3
C 3.197 -0.331 0.868
C 1.860 0.100 0.335
C -0.315 1.447 -0.876
C 0.538 0.527 -0.175
C -1.625 -0.801 -0.118
N -0.833 0.529 0.201
H 3.651 -1.215 0.399
H 3.488 0.188 1.792
H -0.298 2.532 -0.766
H -0.659 1.151 -1.877
H -0.846 -1.587 -0.235
H -2.088 -1.181 0.864
H -2.384 -0.640 -0.901
H -0.989 1.143 0.958
```

The charge is +1. The value obtained for the energy above the lowest of the compared OMol25 structures with the same formula, charge and spin is 6.0120 eV. The SMILES is C=C=C1C[N@H+]1C. The value obtained for the HOMO energy is -14.09 eV. The orbital gap is 10.0897 eV.

These are the natural (NBO) partial charges, in e, on atoms 1 to 5: C -0.344; C 0.116; C -0.224; C -0.005; C -0.422

[5]
Computed, not measured: an isolated ion of composition C5H8N and charge +1, with ωB97M-V with the def2-TZVPD basis set.

XYZ file:
```
14
Properties=species:S:1:pos:R:3
C -1.008 0.170 0.236
C -0.239 0.862 1.426
C 0.087 0.019 -0.836
C 1.430 0.027 0.238
C 0.115 -1.293 -1.455
N 1.093 0.536 1.293
H -1.833 0.782 -0.059
H -1.453 -0.852 0.354
H -0.857 0.617 2.390
H -0.369 1.968 1.410
H 0.478 0.819 -1.487
H 2.322 0.060 -0.236
H 0.635 -1.639 -2.356
H -0.401 -2.076 -0.920
```

The charge is +1. The value obtained for the energy above the lowest of the compared OMol25 structures with the same formula, charge and spin is 2.8896 eV. The value obtained for the HOMO energy (alpha / beta) is -13.00 / -16.52 eV. The orbital gap (alpha / beta) is 8.2597 / 7.3325 eV. As for the spin multiplicity: 3.

These are the natural (NBO) partial charges, in e, on atoms 1 to 5: C -0.400; C -0.320; C -0.185; C 0.175; C -0.273

[6]
Computed, not measured: an isolated ion of composition C5H8N and charge +1, with ωB97M-V with the def2-TZVPD basis set.

XYZ file:
```
14
Properties=species:S:1:pos:R:3
C -0.880 0.382 1.982
C -0.146 0.274 0.791
C 0.878 1.221 0.412
C -0.090 -0.857 -1.504
C -0.469 -0.814 -0.021
N -1.364 0.581 3.097
H 1.528 0.930 -0.311
H 1.344 1.714 1.139
H 0.498 2.204 -0.210
H -0.154 0.155 -2.089
H -0.500 -1.623 -2.089
H 1.082 -1.160 -1.743
H -0.264 -1.734 0.568
H -1.463 -1.273 -0.022
```

The charge is +1. The value obtained for the energy above the lowest of the compared OMol25 structures with the same formula, charge and spin is 4.5015 eV. The value obtained for the HOMO energy (alpha / beta) is -13.92 / -16.20 eV. The orbital gap (alpha / beta) is 9.6420 / 5.3252 eV. As for the spin multiplicity: 3.

These are the natural (NBO) partial charges, in e, on atoms 1 to 5: C 0.443; C -0.048; C -0.652; C -0.634; C -0.435

[7]
Computed, not measured: one molecule with the formula C5H8N2, with ωB97M-V with the def2-TZVPD basis set.

XYZ file:
```
15
Properties=species:S:1:pos:R:3
C -1.925 0.235 0.105
C -0.575 -0.341 -0.243
C 0.547 0.553 -0.660
C 0.381 1.995 -0.642
N 0.221 3.140 -0.627
N 0.553 -0.112 0.633
C 1.542 -1.174 0.739
H -1.814 1.075 0.796
H -2.413 0.604 -0.805
H -2.576 -0.515 0.562
H -0.587 -1.306 -0.755
H 1.225 0.185 -1.430
H 1.559 -1.832 -0.147
H 1.331 -1.783 1.622
H 2.532 -0.723 0.852
```

The charge is 0. The value obtained for the energy above the lowest of the compared OMol25 structures with the same formula, charge and spin is 1.5742 eV. The SMILES is C[C@H]1[C@@H](C#N)N1C. The value obtained for the HOMO energy is -9.95 eV. The orbital gap is 10.8586 eV.

These are the natural (NBO) partial charges, in e, on atoms 1 to 5: C -0.628; C -0.037; C -0.214; C 0.278; N -0.313

[8]
Computed, not measured: one molecule with the formula C5H8N2, with ωB97M-V with the def2-TZVPD basis set.

XYZ file:
```
15
Properties=species:S:1:pos:R:3
C 1.526 -1.274 0.733
C 0.939 -0.110 -0.048
N -0.283 0.515 0.528
C -0.613 1.568 -0.342
C -1.729 1.211 -1.006
N -2.239 0.013 -0.493
C -1.375 -0.348 0.399
H 2.286 -1.757 0.110
H 2.008 -0.943 1.659
H 0.777 -2.031 0.986
H 0.607 -0.383 -1.070
H 1.690 0.675 -0.174
H 0.067 2.402 -0.450
H -2.202 1.707 -1.839
H -1.457 -1.243 1.007
```

The charge is 0. The value obtained for the energy above the lowest of the compared OMol25 structures with the same formula, charge and spin is 1.0896 eV. The SMILES is CCn1ccnc1. The value obtained for the HOMO energy is -9.14 eV. The orbital gap is 10.1432 eV.

These are the natural (NBO) partial charges, in e, on atoms 1 to 5: C -0.622; C -0.204; N -0.416; C -0.081; C -0.102

[9]
Computed, not measured: one molecule with the formula C5H8N2, with ωB97M-V with the def2-TZVPD basis set.

XYZ file:
```
15
Properties=species:S:1:pos:R:3
C -1.327 0.057 -0.227
C -0.275 1.162 0.136
C 0.961 0.552 -0.430
C 1.805 -0.384 0.395
C -1.191 -1.200 0.065
H -1.363 0.416 -1.127
H -2.345 0.632 0.212
H -0.547 2.100 -0.420
H -0.113 1.540 1.340
H 1.259 1.165 -1.284
H 2.930 -0.681 0.540
H 1.197 -0.776 1.192
H -1.904 -1.815 0.479
N 0.980 -0.924 -0.750
N -0.068 -1.844 -0.121
```

The charge is 0. The value obtained for the energy above the lowest of the compared OMol25 structures with the same formula, charge and spin is 5.8968 eV. The SMILES is C1=NN2C[C@@H]2CC1. The value obtained for the HOMO energy is -9.34 eV. The orbital gap is 10.1879 eV.

These are the natural (NBO) partial charges, in e, on atoms 1 to 5: C -0.473; C -0.376; C -0.131; C -0.275; C 0.015

[10]
Computed, not measured: one molecule with the formula C5H8N2, with ωB97M-V with the def2-TZVPD basis set.

XYZ file:
```
15
Properties=species:S:1:pos:R:3
C -2.383 -0.123 -0.775
N -1.116 0.246 -0.175
C 1.386 -0.565 0.814
C 1.032 0.636 1.197
C 2.098 -0.809 -0.482
C 0.111 1.570 1.166
N -1.149 1.280 0.509
H -2.283 -0.084 -1.866
H -3.198 0.518 -0.437
H -2.597 -1.168 -0.523
H 1.188 -1.425 1.456
H 2.443 0.128 -0.921
H 1.366 -1.231 -1.176
H 2.933 -1.517 -0.409
H 0.170 2.546 1.624
```

The charge is 0. The value obtained for the energy above the lowest of the compared OMol25 structures with the same formula, charge and spin is 3.5999 eV. The SMILES is CC=C=C/N=N/C. The value obtained for the HOMO energy is -9.06 eV. The orbital gap is 9.6203 eV.

These are the natural (NBO) partial charges, in e, on atoms 1 to 5: C -0.455; N -0.168; C -0.178; C 0.068; C -0.640

[11]
Computed, not measured: one molecule with the formula C5H8N2, with ωB97M-V with the def2-TZVPD basis set.

XYZ file:
```
15
Properties=species:S:1:pos:R:3
C 1.614 -0.377 -1.021
C 0.619 -0.258 0.141
C -0.376 0.905 -0.115
N -1.737 0.664 0.375
C -2.149 0.434 1.602
C -0.063 -1.544 0.345
N -0.565 -2.574 0.504
H 1.082 -0.630 -1.944
H 2.136 0.574 -1.171
H 2.355 -1.156 -0.827
H 1.170 -0.056 1.067
H -0.436 1.096 -1.191
H 0.018 1.813 0.355
H -2.438 0.631 -0.358
H -1.232 0.479 2.238
```

The charge is 0. The value obtained for the energy above the lowest of the compared OMol25 structures with the same formula, charge and spin is 2.8201 eV. The value obtained for the HOMO energy is -8.51 eV. The orbital gap is 9.0944 eV.

These are the natural (NBO) partial charges, in e, on atoms 1 to 5: C -0.587; C -0.339; C -0.223; N -0.570; C -0.054

[12]
Computed, not measured: one molecule with the formula C5H8N2, with ωB97M-V with the def2-TZVPD basis set.

XYZ file:
```
15
Properties=species:S:1:pos:R:3
C -0.470 1.840 -0.709
C 0.268 0.556 -0.434
C 1.246 0.426 0.673
N -0.091 -0.151 0.787
C -0.158 -1.602 0.689
C -1.215 -2.038 -0.240
N -2.008 -2.400 -0.999
H -0.527 2.442 0.204
H -1.490 1.636 -1.052
H 0.048 2.421 -1.480
H 0.451 -0.071 -1.310
H 2.085 -0.258 0.537
H 1.449 1.274 1.324
H 0.783 -2.054 0.335
H -0.372 -2.022 1.678
```

The charge is 0. The value obtained for the energy above the lowest of the compared OMol25 structures with the same formula, charge and spin is 1.6643 eV. The SMILES is C[C@H]1CN1CC#N. The value obtained for the HOMO energy is -9.82 eV. The orbital gap is 10.7502 eV.

These are the natural (NBO) partial charges, in e, on atoms 1 to 5: C -0.612; C -0.080; C -0.254; N -0.395; C -0.325

[13]
Computed, not measured: one molecule with the formula C5H8N2, with ωB97M-V with the def2-TZVPD basis set.

XYZ file:
```
15
Properties=species:S:1:pos:R:3
C 0.579 1.431 -0.455
C 2.308 -1.571 0.363
C -3.254 0.286 0.066
N 1.190 -0.736 0.070
N 1.468 0.479 -0.230
C -0.775 1.137 -0.321
C -1.899 0.735 -0.142
H 2.465 0.757 -0.314
H 0.930 2.408 -0.739
H 2.188 -2.517 -0.175
H 3.277 -1.114 0.075
H 2.338 -1.793 1.438
H -3.960 1.090 -0.145
H -3.472 -0.557 -0.590
H -3.384 -0.035 1.100
```

The charge is 0. The value obtained for the energy above the lowest of the compared OMol25 structures with the same formula, charge and spin is 4.0890 eV. The value obtained for the HOMO energy (alpha / beta) is -7.03 / -7.03 eV. The orbital gap (alpha / beta) is 7.9677 / 7.9689 eV.

These are the natural (NBO) partial charges, in e, on atoms 1 to 5: C -0.173; C -0.441; C -0.688; N -0.330; N -0.174

[14]
Computed, not measured: C5H8N2 as an isolated structure, with ωB97M-V with the def2-TZVPD basis set.

XYZ file:
```
15
Properties=species:S:1:pos:R:3
C 1.591 0.567 -1.300
N 0.353 0.300 -0.578
C -0.804 1.066 -0.626
C -1.936 0.413 -0.176
C -0.304 -0.740 1.735
C -1.327 -0.842 0.093
N 0.081 -0.903 -0.079
H 1.669 -0.034 -2.217
H 2.471 0.385 -0.681
H 1.573 1.619 -1.600
H -0.687 2.082 -0.996
H -1.223 -1.066 2.218
H -0.184 0.330 1.899
H 0.521 -1.359 2.087
H -1.794 -1.818 0.221
```

The charge is 0. The value obtained for the energy above the lowest of the compared OMol25 structures with the same formula, charge and spin is 5.8053 eV. The value obtained for the HOMO energy is -7.59 eV. The orbital gap is 8.3219 eV.

These are the natural (NBO) partial charges, in e, on atoms 1 to 5: C -0.402; N -0.214; C -0.081; C -0.399; C -0.425

[15]
Computed, not measured: a 2-piece molecular cluster, C5H8N2 overall, with ωB97M-V with the def2-TZVPD basis set.

XYZ file:
```
15
Properties=species:S:1:pos:R:3
C 0.851 0.960 -1.417
C 0.395 0.835 -0.027
C -0.671 -1.899 -0.807
C -0.574 -1.944 0.502
N -0.480 -1.962 1.723
C 0.563 0.874 1.239
N -0.862 1.053 0.738
H 1.765 0.384 -1.576
H 0.090 0.644 -2.132
H 1.075 2.019 -1.590
H 0.124 -2.284 -1.440
H -1.555 -1.453 -1.252
H 1.152 1.005 2.126
H -0.070 -1.071 2.036
H -1.060 2.064 0.697
```

The charge is 0. The value obtained for the energy above the lowest of the compared OMol25 structures with the same formula, charge and spin is 5.0467 eV. The SMILES is CC1=CN1.C=C=N. The value obtained for the HOMO energy is -8.35 eV. The orbital gap is 9.2373 eV.

These are the natural (NBO) partial charges, in e, on atoms 1 to 5: C -0.669; C 0.201; C -0.672; C 0.446; N -0.626

[16]
Computed, not measured: one molecule with the formula C5H8N2, with ωB97M-V with the def2-TZVPD basis set.

XYZ file:
```
15
Properties=species:S:1:pos:R:3
C -1.555 0.550 -0.536
C -0.642 -0.282 0.320
C 0.311 -1.386 -0.164
N 1.318 -0.857 0.791
C 0.617 0.448 0.791
C 1.252 1.345 -0.187
N 1.907 1.947 -0.926
H -1.144 0.713 -1.537
H -2.569 0.162 -0.610
H -1.614 1.518 -0.020
H -1.148 -0.653 1.217
H 0.603 -1.259 -1.215
H 0.008 -2.423 0.005
H 2.247 -0.781 0.389
H 0.471 0.996 1.726
```

The charge is 0. The value obtained for the energy above the lowest of the compared OMol25 structures with the same formula, charge and spin is 1.4775 eV. The SMILES is C[C@H]1CN[C@H]1C#N. The value obtained for the HOMO energy is -9.89 eV. The orbital gap is 10.8012 eV.

These are the natural (NBO) partial charges, in e, on atoms 1 to 5: C -0.617; C -0.202; C -0.222; N -0.574; C -0.160